{
  "formula": "C17H25IrN3O6P2",
  "method": "wB97M-V/def2-TZVPD",
  "symbols": ["Ir", "N", "C", "C", "P", "O", "O", "O", "P", "O", "O", "O", "H", "H", "H", "H", "H", "H", "H", "H", "C", "C", "C", "C", "C", "C", "C", "C", "C", "C", "N", "C", "C", "C", "C", "C", "N", "H", "H", "H", "H", "H", "H", "H", "H", "H", "H", "H", "H", "H", "H", "H", "H", "H"],
  "coordinates": [[-0.386, 0.580, -1.207], [2.313, 2.713, 0.933], [2.046, 3.058, -0.525], [2.777, 4.336, -0.908], [2.632, 1.622, -1.567], [3.842, 1.152, -0.606], [3.061, 2.048, -2.894], [1.583, 0.506, -1.389], [0.213, 3.100, -0.719], [-0.244, 4.581, -0.452], [-0.163, 2.574, -2.087], [-0.236, 2.138, 0.376], [3.098, 2.053, 0.993], [1.457, 2.273, 1.314], [2.541, 3.548, 1.474], [3.851, 4.232, -0.750], [2.401, 5.188, -0.339], [2.629, 4.525, -1.970], [4.593, 0.788, -1.094], [-0.630, 5.044, -1.208], [1.864, -2.967, 0.893], [1.677, -1.493, 1.264], [0.371, -1.256, 1.979], [0.326, -1.292, 3.366], [-0.880, -1.187, 4.045], [-2.057, -1.035, 3.336], [-2.060, -0.983, 1.944], [-3.370, -0.752, 1.230], [-4.308, -1.957, 1.297], [-0.836, -1.111, 1.286], [-0.819, -1.080, -0.148], [-1.307, -2.074, -0.846], [-1.374, -1.889, -2.234], [-1.700, -2.645, -3.358], [-1.472, -1.824, -4.467], [-1.019, -0.599, -3.989], [-0.992, -0.623, -2.641], [2.803, -3.119, 0.361], [1.056, -3.311, 0.246], [1.868, -3.596, 1.784], [1.743, -0.892, 0.358], [2.492, -1.184, 1.923], [1.249, -1.425, 3.917], [-0.898, -1.222, 5.126], [-2.997, -0.934, 3.865], [-3.203, -0.482, 0.185], [-3.854, 0.110, 1.692], [-3.899, -2.813, 0.757], [-5.277, -1.717, 0.861], [-4.471, -2.270, 2.329], [-1.622, -2.981, -0.341], [-2.060, -3.661, -3.362], [-1.621, -2.079, -5.502], [-0.732, 0.287, -4.534]],
  "gap_ev": [6.59, 6.59],
  "e_lumo_ha": [-0.164, -0.164],
  "total_charge": 1,
  "e_tot_ev": -56206.099
}



{
  "formula": "C2H2ClO3P",
  "method": "wB97M-V/def2-TZVPD",
  "symbols": ["O", "P", "Cl", "C", "C", "O", "O", "H", "H"],
  "coordinates": [[3.183, -0.418, -1.761], [2.431, -0.261, -0.493], [3.419, 0.954, 0.824], [0.773, 0.191, -0.376], [0.128, -0.676, 0.457], [0.969, -1.609, 1.013], [2.220, -1.497, 0.446], [0.192, 0.779, -1.001], [-0.794, -0.946, 0.861]],
  "gap_ev": 10.77,
  "e_lumo_ha": 0.012,
  "e_above_lowest_ev": 2.483,
  "total_charge": 0,
  "smiles": "O=[P@@]1(Cl)C=COO1",
  "e_tot_ev": -30058.361
}



{
  "formula": "C4H3F6NO6RbS2",
  "method": "wB97M-V/def2-TZVPD",
  "symbols": ["Rb", "C", "C", "O", "O", "H", "H", "H", "C", "F", "F", "F", "S", "O", "O", "N", "S", "O", "O", "C", "F", "F", "F"],
  "coordinates": [[10.255, -19.750, -2.985], [14.237, -21.322, -0.774], [13.980, -19.915, -1.247], [14.919, -19.068, -1.058], [12.968, -19.666, -1.934], [15.219, -21.611, -1.148], [13.517, -22.079, -1.086], [14.366, -21.407, 0.305], [9.225, -21.307, 0.605], [9.083, -21.948, 1.805], [9.651, -20.067, 0.713], [10.030, -22.042, -0.185], [7.515, -21.219, -0.345], [7.084, -22.643, -0.580], [6.727, -20.488, 0.607], [7.891, -20.493, -1.846], [6.497, -19.994, -2.327], [5.667, -21.107, -2.744], [5.778, -19.028, -1.561], [6.925, -19.099, -4.002], [5.802, -18.698, -4.578], [7.758, -18.044, -3.744], [7.501, -20.081, -4.730]],
  "gap_ev": 6.80,
  "e_lumo_ha": 0.064,
  "e_above_lowest_ev": 0.000,
  "total_charge": -1,
  "e_tot_ev": -56603.570
}



{
  "formula": "C3H6BNO2",
  "method": "wB97M-V/def2-TZVPD",
  "symbols": ["C", "C", "C", "N", "B", "O", "O", "H", "H", "H", "H", "H", "H"],
  "coordinates": [[0.857, 1.217, -0.228], [0.720, -0.291, -0.201], [1.532, -0.835, -1.320], [2.367, -1.306, -1.976], [-0.915, -0.852, -0.326], [-1.091, -2.212, -0.518], [-1.866, 0.083, -0.462], [0.775, 1.470, -1.339], [1.940, 1.363, 0.137], [0.213, 1.728, 0.428], [1.072, -0.669, 0.698], [-1.805, -2.637, -0.975], [-2.757, -0.163, -0.370]],
  "gap_ev": 10.68,
  "e_lumo_ha": 0.002,
  "e_above_lowest_ev": 0.347,
  "total_charge": 0,
  "smiles": "C[C@H](C#N)B(O)O",
  "e_tot_ev": -9471.563
}



{
  "formula": "C33H66Cl3F3I2NO20P4S",
  "method": "wB97M-V/def2-TZVPD",
  "symbols": ["C", "C", "Cl", "C", "Cl", "C", "C", "O", "O", "N", "Cl", "C", "I", "C", "C", "I", "S", "O", "O", "C", "F", "F", "F", "H", "H", "H", "H", "H", "H", "O", "P", "O", "C", "C", "O", "C", "C", "O", "C", "C", "H", "H", "H", "H", "H", "H", "H", "H", "H", "H", "H", "H", "H", "H", "H", "O", "P", "O", "C", "C", "O", "C", "C", "O", "C", "C", "H", "H", "H", "H", "H", "H", "H", "H", "H", "H", "H", "H", "H", "H", "H", "O", "P", "O", "C", "C", "O", "C", "C", "O", "C", "C", "H", "H", "H", "H", "H", "H", "H", "H", "H", "H", "H", "H", "H", "H", "H", "O", "P", "O", "C", "C", "O", "C", "C", "O", "C", "C", "H", "H", "H", "H", "H", "H", "H", "H", "H", "H", "H", "H", "H", "H", "H"],
  "coordinates": [[-0.991, -4.953, 0.872], [0.047, -3.916, 0.538], [-0.229, -2.382, 1.273], [1.096, -4.142, -0.255], [1.175, -5.743, -0.944], [2.221, -3.138, -0.624], [3.092, -3.946, -1.663], [4.073, -4.564, -1.247], [2.671, -3.937, -2.836], [2.921, -2.698, 0.576], [3.370, -3.952, 1.648], [3.862, -1.660, 0.448], [5.605, -1.823, -0.803], [3.757, -0.522, 1.130], [4.743, 0.615, 1.020], [2.203, -0.148, 2.499], [1.564, -1.700, -1.611], [2.521, -1.221, -2.558], [1.182, -0.605, -0.755], [-0.012, -2.177, -2.499], [-0.121, -1.370, -3.560], [-1.090, -1.987, -1.736], [-0.052, -3.425, -2.941], [-1.825, -4.903, 0.173], [-1.385, -4.671, 1.852], [-0.562, -5.942, 0.986], [4.870, 0.944, -0.007], [4.447, 1.446, 1.659], [5.680, 0.247, 1.445], [4.814, -3.812, -8.184], [5.109, -5.188, -7.722], [6.270, -5.068, -6.611], [5.960, -4.382, -5.383], [5.041, -5.193, -4.494], [5.969, -5.794, -8.979], [6.049, -5.105, -10.220], [7.281, -4.223, -10.275], [4.638, -6.710, -7.322], [3.229, -7.007, -7.300], [2.563, -6.735, -8.636], [5.522, -3.405, -5.601], [6.910, -4.210, -4.877], [4.034, -5.243, -4.917], [4.957, -4.748, -3.505], [5.408, -6.217, -4.394], [5.142, -4.530, -10.406], [6.111, -5.867, -11.001], [7.337, -3.567, -9.407], [7.278, -3.609, -11.178], [8.186, -4.833, -10.273], [2.747, -6.431, -6.506], [3.135, -8.062, -7.042], [2.572, -5.665, -8.871], [1.524, -7.065, -8.620], [3.088, -7.251, -9.440], [-2.927, -0.584, -9.397], [-3.522, -0.214, -8.092], [-4.958, -0.978, -8.025], [-4.976, -2.403, -7.997], [-4.512, -2.955, -6.659], [-4.032, 1.314, -8.357], [-3.635, 2.039, -9.517], [-4.656, 1.894, -10.628], [-3.422, 0.091, -6.491], [-2.138, -0.064, -5.838], [-1.067, 0.805, -6.465], [-4.365, -2.801, -8.812], [-6.007, -2.703, -8.181], [-3.438, -2.799, -6.523], [-4.704, -4.027, -6.597], [-5.022, -2.454, -5.837], [-2.643, 1.731, -9.849], [-3.562, 3.088, -9.223], [-4.883, 0.846, -10.825], [-4.294, 2.353, -11.549], [-5.595, 2.375, -10.346], [-1.841, -1.116, -5.866], [-2.278, 0.211, -4.795], [-0.849, 0.487, -7.491], [-0.142, 0.742, -5.892], [-1.392, 1.845, -6.507], [-0.847, 4.005, 5.681], [-1.155, 4.973, 4.601], [-2.697, 4.683, 4.172], [-3.730, 4.913, 5.127], [-3.974, 6.394, 5.360], [-0.408, 4.329, 3.312], [0.528, 3.255, 3.447], [-0.149, 1.914, 3.263], [-1.069, 6.464, 3.917], [-0.369, 7.504, 4.629], [1.071, 7.126, 4.924], [-3.490, 4.408, 6.068], [-4.631, 4.450, 4.725], [-3.139, 6.847, 5.905], [-4.879, 6.547, 5.949], [-4.071, 6.923, 4.412], [1.047, 3.310, 4.405], [1.280, 3.391, 2.669], [-1.023, 1.812, 3.909], [0.555, 1.100, 3.482], [-0.499, 1.799, 2.237], [-0.902, 7.736, 5.555], [-0.402, 8.392, 3.999], [1.124, 6.287, 5.625], [1.604, 7.967, 5.368], [1.583, 6.823, 4.011], [-1.847, 4.202, 12.542], [-2.499, 3.351, 11.519], [-2.832, 4.323, 10.265], [-1.745, 4.913, 9.549], [-1.003, 3.901, 8.696], [-3.999, 3.153, 12.131], [-4.314, 3.532, 13.468], [-4.874, 4.939, 13.519], [-2.655, 1.947, 10.687], [-1.710, 0.887, 10.940], [-1.692, 0.470, 12.398], [-1.061, 5.406, 10.247], [-2.178, 5.685, 8.912], [-0.434, 3.207, 9.326], [-0.304, 4.396, 8.028], [-1.696, 3.309, 8.103], [-3.445, 3.427, 14.117], [-5.066, 2.826, 13.826], [-4.221, 5.646, 13.009], [-5.005, 5.266, 14.552], [-5.842, 4.981, 13.017], [-0.713, 1.202, 10.618], [-2.006, 0.048, 10.313], [-1.315, 1.277, 13.036], [-1.049, -0.398, 12.540], [-2.698, 0.227, 12.740]],
  "gap_ev": 7.28,
  "e_lumo_ha": 0.052,
  "total_charge": -1,
  "e_tot_ev": -187647.131
}



{
  "formula": "C29H46IrN10P",
  "method": "wB97M-V/def2-TZVPD",
  "symbols": ["Ir", "C", "N", "C", "C", "N", "C", "P", "C", "N", "C", "C", "N", "C", "C", "N", "C", "C", "N", "C", "H", "H", "H", "H", "H", "H", "H", "H", "H", "H", "H", "H", "H", "H", "H", "C", "C", "C", "C", "C", "C", "C", "C", "N", "C", "C", "C", "C", "H", "H", "H", "H", "H", "H", "H", "H", "H", "H", "H", "H", "H", "H", "H", "H", "H", "H", "C", "N", "C", "C", "N", "N", "C", "C", "H", "H", "H", "H", "H", "H", "H", "H", "H", "H", "H", "H", "H"],
  "coordinates": [[-0.185, 0.451, -0.083], [2.185, 4.117, 3.697], [1.455, 2.939, 3.136], [0.955, 1.933, 3.935], [0.367, 1.037, 3.111], [0.417, 1.486, 1.761], [1.036, 2.671, 1.825], [1.162, 3.715, 0.395], [1.806, 2.524, -0.890], [1.296, 1.334, -1.181], [1.782, 0.920, -2.427], [2.510, 1.917, -2.913], [2.613, 2.925, -1.934], [3.573, 4.031, -1.885], [-0.579, 3.509, -0.250], [-1.167, 2.285, -0.395], [-2.336, 2.505, -1.090], [-2.441, 3.848, -1.431], [-1.298, 4.465, -0.878], [-1.015, 5.930, -0.939], [2.685, 4.623, 2.877], [2.943, 3.735, 4.387], [1.499, 4.725, 4.254], [1.078, 1.965, 5.016], [0.041, 0.027, 3.423], [1.579, -0.006, -2.923], [2.965, 1.950, -3.879], [4.023, 4.120, -2.871], [4.338, 3.818, -1.161], [2.994, 4.900, -1.572], [-3.093, 1.777, -1.366], [-3.165, 4.406, -1.962], [-1.912, 6.387, -1.302], [-0.187, 6.122, -1.630], [-0.785, 6.266, 0.076], [1.423, -4.198, 4.150], [1.521, -3.471, 2.849], [2.759, -3.033, 2.320], [2.827, -2.071, 1.303], [4.109, -1.507, 0.672], [1.609, -1.468, 0.907], [0.320, -1.836, 1.461], [0.350, -3.036, 2.235], [-0.713, -1.046, 1.086], [-2.134, -1.248, 1.578], [-2.192, -1.278, 3.129], [-3.205, -0.192, 1.025], [-2.719, -2.614, 1.130], [0.601, -4.884, 4.195], [1.287, -3.496, 5.008], [2.314, -4.847, 4.348], [3.630, -3.433, 2.782], [4.898, -1.294, 1.383], [3.924, -0.484, 0.275], [4.545, -2.188, -0.044], [1.672, -0.634, 0.166], [-0.605, -3.503, 2.441], [-1.582, -0.544, 3.645], [-1.937, -2.262, 3.543], [-3.277, -1.091, 3.372], [-2.913, 0.801, 1.464], [-4.178, -0.504, 1.429], [-3.212, -0.087, -0.079], [-2.024, -3.454, 1.094], [-3.130, -2.552, 0.081], [-3.601, -2.824, 1.755], [-1.768, -3.862, -1.933], [-0.769, -2.759, -2.041], [0.619, -3.030, -1.732], [-1.088, -1.534, -2.570], [-0.799, -0.338, -1.947], [-1.782, -1.423, -3.735], [-1.702, -2.453, -4.743], [-2.640, -0.279, -4.061], [-1.733, -4.201, -0.924], [-1.527, -4.667, -2.651], [-2.708, -3.409, -2.183], [1.306, -2.954, -2.614], [0.723, -4.037, -1.364], [0.992, -2.337, -1.034], [-0.910, 0.437, -2.661], [-0.935, -3.194, -4.516], [-1.508, -2.032, -5.750], [-2.649, -3.031, -4.743], [-2.052, 0.644, -4.240], [-3.317, -0.140, -3.235], [-3.257, -0.479, -4.955]],
  "gap_ev": [5.15, 6.60],
  "spin_multiplicity": 5,
  "s_squared": 6.05,
  "e_lumo_ha": [-0.178, -0.233],
  "e_above_lowest_ev": 0.443,
  "total_charge": 2,
  "e_tot_ev": -57830.471
}



{
  "formula": "C5H10O",
  "method": "wB97M-V/def2-TZVPD",
  "symbols": ["C", "C", "C", "C", "O", "H", "H", "H", "H", "H", "H", "C", "H", "H", "H", "H"],
  "coordinates": [[1.329, 0.028, -1.487], [1.222, 0.756, -0.383], [0.189, 1.831, -0.186], [-0.763, 1.282, 0.848], [-1.932, 1.058, 0.652], [2.068, -0.763, -1.562], [0.697, 0.222, -2.350], [1.857, 0.529, 0.473], [0.658, 2.751, 0.188], [-0.361, 2.052, -1.106], [-0.283, 1.014, 1.816], [-0.949, -2.151, 0.609], [-0.800, -2.361, 1.667], [-0.009, -1.796, 0.185], [-1.208, -3.081, 0.093], [-1.715, -1.371, 0.543]],
  "gap_ev": 10.64,
  "e_lumo_ha": 0.036,
  "e_above_lowest_ev": 1.376,
  "total_charge": 0,
  "smiles": "C=CCC=O.C",
  "e_tot_ev": -7393.389
}